Entry 1:
Formula: C3H4N2
Source: OMol25
Level of theory: wB97M-V/def2-TZVPD

Last column: natural (NBO) charge in e.
Atoms and positions in Å:
C  0.5105  0.2021  -1.0817  0.079
C  -0.6431  0.7537  -0.4323  -0.382
C  -0.6023  -1.2512  -0.1228  0.158
N  0.5135  -1.0537  -1.0700  -0.380
N  -1.5413  -0.3694  -0.1454  -0.360
H  0.7011  0.9034  -1.8503  0.197
H  -1.1336  1.1264  -1.2952  0.227
H  -1.0556  -2.3018  0.0857  0.193
H  -0.7478  1.2943  0.5289  0.268

Computed properties:
total charge = 0
multiplicity = 1


Entry 2:
Formula: C3H4N2
Source: OMol25
Level of theory: wB97M-V/def2-TZVPD

Last column: natural (NBO) charge in e.
Atoms and positions in Å:
N  -1.0800  -0.3678  0.0944  -0.450
C  -0.6389  1.0213  0.3288  -0.173
C  0.7173  0.8366  0.1095  -0.404
C  0.9956  -0.5397  -0.0690  0.010
N  -0.0857  -1.2895  -0.0905  -0.288
H  -1.9661  -0.7239  0.4372  0.430
H  -1.3569  0.4473  -0.7084  0.426
H  1.4525  1.6303  0.0943  0.232
H  1.9621  -1.0144  -0.1963  0.215

Computed properties:
total charge = 0
multiplicity = 1


Entry 3:
Formula: C3H4N2
Source: OMol25
Level of theory: wB97M-V/def2-TZVPD

Last column: natural (NBO) charge in e.
Atoms and positions in Å:
C  0.2658  0.9015  -0.7826  -0.109
C  -0.7701  0.1838  -0.5143  -0.100
C  0.8670  -0.5955  0.6177  0.163
H  0.3299  1.8035  -1.3049  0.208
H  -1.7900  0.2662  -0.7860  0.204
H  -1.1732  -1.1589  0.9525  0.416
H  1.3939  -1.1045  1.4075  0.194
N  -0.4448  -0.7449  0.4259  -0.528
N  1.3216  0.4488  -0.0158  -0.449

Computed properties:
SMILES = c1c[nH]cn1
total charge = 0
multiplicity = 1


Entry 4:
Formula: C3H4N2
Source: OMol25
Level of theory: wB97M-V/def2-TZVPD

Last column: natural (NBO) charge in e.
Atoms and positions in Å:
N  -0.0561  1.5942  0.5346  -0.600
C  -1.0890  0.9588  0.4845  0.223
C  -0.7952  -0.3667  -0.2331  -0.191
C  0.7250  -0.2160  -0.5881  -0.098
N  0.2326  -1.1478  0.3217  -0.571
H  -1.5997  -0.8824  -0.7472  0.209
H  1.2521  -0.6496  -1.4515  0.185
H  0.8721  1.9430  0.3742  0.454
H  0.4581  -1.2335  1.3049  0.390

Computed properties:
total charge = 0
multiplicity = 1


Entry 5:
Formula: C3H4N2O
Source: OMol25
Level of theory: wB97M-V/def2-TZVPD

Last column: natural (NBO) charge in e.
Atoms and positions in Å:
N  -1.6257  0.6657  -0.4269  -0.827
C  -0.4255  0.1061  0.0000  0.380
C  0.0457  -0.3486  1.1845  -0.158
N  1.3639  -0.7579  1.0271  -0.446
C  1.6066  -0.5628  -0.2212  0.306
O  0.5816  -0.0355  -0.9234  -0.429
H  -1.7414  0.5561  -1.4282  0.382
H  -1.7114  1.6481  -0.1952  0.383
H  -0.4697  -0.4247  2.1307  0.219
H  2.5106  -0.7755  -0.7717  0.191

Computed properties:
SMILES = Nc1cnco1
total charge = 0
multiplicity = 1


Entry 6:
Formula: C3H4N2O
Source: OMol25
Level of theory: wB97M-V/def2-TZVPD

Last column: natural (NBO) charge in e.
Atoms and positions in Å:
O  2.2405  -0.0320  -0.0098  -0.662
C  0.8917  -0.0686  -0.0028  0.426
N  0.2304  -1.2081  -0.0753  -0.350
N  -1.0655  -0.8302  -0.0489  -0.340
C  -1.2209  0.5075  0.0404  -0.028
C  0.0406  1.0557  0.0748  -0.398
H  2.5422  -0.9469  -0.1052  0.489
H  -1.7786  -1.5387  -0.0830  0.408
H  -2.2004  0.9652  0.0672  0.219
H  0.3199  2.0961  0.1426  0.237

Computed properties:
SMILES = Oc1cc[nH]n1
total charge = 0
multiplicity = 1


Entry 7:
Formula: C3H4N2O
Source: OMol25
Level of theory: wB97M-V/def2-TZVPD

Last column: natural (NBO) charge in e.
Atoms and positions in Å:
N  -1.1650  0.5557  -1.8098  -0.848
C  -0.3512  -0.4566  -1.4660  0.427
N  0.3800  -1.3131  -1.1776  -0.409
C  1.1962  -0.4746  1.7251  -0.770
C  0.4208  0.4632  1.2462  0.737
O  -0.2745  1.3280  0.8636  -0.524
H  -2.0996  0.2635  -2.0614  0.407
H  -1.1503  1.3174  -1.1389  0.426
H  1.2459  -1.4418  1.2412  0.291
H  1.7825  -0.2291  2.5987  0.263

Computed properties:
SMILES = C=C=O.N#CN
total charge = 0
multiplicity = 1


Entry 8:
Formula: C3H4N2O
Source: OMol25
Level of theory: wB97M-V/def2-TZVPD

Last column: natural (NBO) charge in e.
Atoms and positions in Å:
N  1.7726  -0.1998  -0.0315  -0.868
C  0.4135  -0.0446  0.0268  0.356
C  -0.3794  0.9403  0.5035  -0.124
N  -1.7095  0.6461  0.2608  -0.461
C  -1.6615  -0.4990  -0.3344  0.320
O  -0.4296  -0.9956  -0.5312  -0.417
H  2.2484  -0.8743  0.5381  0.394
H  2.2961  0.2721  -0.7475  0.395
H  -0.0555  1.8470  1.0007  0.216
H  -2.4952  -1.0922  -0.6852  0.189

Computed properties:
SMILES = Nc1cnco1
total charge = 0
multiplicity = 1


Entry 9:
Formula: C3H4N2O
Source: OMol25
Level of theory: wB97M-V/def2-TZVPD

Last column: natural (NBO) charge in e.
Atoms and positions in Å:
N  -1.2024  0.6568  -0.5788  -0.782
C  -0.2770  -0.9638  0.8419  0.240
N  -0.5046  -2.0853  1.0091  -0.293
O  2.0002  -0.9262  -0.2931  -0.465
C  1.4064  0.1146  -0.4050  0.434
C  -0.0085  0.3345  0.2317  -0.254
H  -1.9349  0.9071  0.0913  0.369
H  -1.5599  -0.2106  -0.9939  0.374
H  1.8898  1.0049  -0.8378  0.132
H  0.1910  1.1682  0.9346  0.245

Computed properties:
SMILES = N#C[C@H](N)C=O
total charge = 0
multiplicity = 1


Entry 10:
Formula: C3H4N2O
Source: OMol25
Level of theory: wB97M-V/def2-TZVPD

Last column: natural (NBO) charge in e.
Atoms and positions in Å:
C  0.3234  -0.3608  0.0029  0.209
C  -0.2759  0.3977  -1.0127  -0.001
C  -1.0082  1.0921  0.7987  0.319
H  1.0075  -2.0582  -0.7329  0.398
H  1.5887  -1.4739  0.9658  0.396
H  -0.0931  0.3940  -2.0055  0.189
H  -1.5803  1.8585  1.3815  0.195
N  1.4419  -1.3068  -0.0152  -0.827
N  -0.1814  0.1883  1.2092  -0.471
O  -1.2226  1.2692  -0.5920  -0.406

Computed properties:
SMILES = Nc1cocn1
total charge = 0
multiplicity = 1


Entry 11:
Formula: C3H4N2O
Source: OMol25
Level of theory: wB97M-V/def2-TZVPD

Last column: natural (NBO) charge in e.
Atoms and positions in Å:
O  0.2836  -1.3442  -1.9284  -0.650
C  -0.0039  -0.7095  -0.9263  0.734
N  -1.1747  -0.3705  -0.3484  -0.689
C  -0.6255  0.5422  1.0843  -0.026
C  0.7092  0.6280  0.9305  -0.072
N  1.0618  -0.1328  -0.1911  -0.620
H  -1.9784  -0.7962  -0.8948  0.437
H  -1.4644  0.7264  1.7271  0.233
H  1.5843  1.1081  1.4303  0.252
H  1.6081  0.3484  -0.8832  0.400

Computed properties:
SMILES = O=c1[nH]cc[nH]1
total charge = 0
multiplicity = 1


Entry 12:
Formula: C3H4N2O
Source: OMol25
Level of theory: wB97M-V/def2-TZVPD

Last column: natural (NBO) charge in e.
Atoms and positions in Å:
O  1.4713  -1.8784  -0.5137  -0.495
C  1.0836  -0.7490  -0.4822  0.707
C  0.7542  0.5273  -1.1313  -0.333
N  0.5963  0.2280  0.3423  -0.481
C  -0.6584  0.2309  0.9887  0.269
N  -1.4361  -0.7618  0.9143  -0.609
H  1.4941  1.2837  -1.3816  0.218
H  -0.1673  0.5424  -1.7157  0.212
H  -0.8528  1.1623  1.5285  0.164
H  -2.2850  -0.5853  1.4507  0.348

Computed properties:
SMILES = [H]/N=C/N1CC1=O
total charge = 0
multiplicity = 1


The evaluated E for the records listed, in turn: -6152.640; -6151.631; -6155.423; -6149.047; -8203.006; -8202.987; -8201.987; -8202.922; -8201.963; -8201.782; -8201.587; -8201.294 eV.